C3H5KLiO3 | wB97M-V/def2-TZVPD

Summary:
- calculated total energy (Eh) = -949.766747
- net charge = +2
- spin multiplicity = 2
- energy above the lowest of the compared OMol25 structures with the same formula, charge and spin (eV) = 4.9150
- highest occupied orbital energy (spin up / spin down) (eV) = -16.728 / -16.608

Geometry (Å):
1 C 0.0954 -0.9594 0.5585
2 O -1.1646 0.5578 -0.8816
3 Li -1.9471 1.0091 -2.5906
4 H 0.1101 -2.0123 0.8533
5 H -0.1554 -0.3566 1.4399
6 H 2.6871 1.0722 1.1439
7 H -0.5235 -1.2826 -1.4960
8 O 1.3878 1.4801 0.7722
9 C -0.8663 -0.7431 -0.5893
10 K -1.2105 2.6237 0.6968
11 H -1.8274 -1.2417 -0.3059
12 O 1.4726 -0.6650 0.1645
13 C 1.9416 0.5179 0.2343

Here are the natural (NBO) charges for atoms 1 to 8, given in e:
1 C -0.12
2 O -1.10
3 Li 0.98
4 H 0.27
5 H 0.20
6 H 0.48
7 H 0.19
8 O -0.36